{
  "formula": "C9H11ClO2",
  "method": "ωB97M-V/def2-TZVPD",
  "symbols": ["C", "C", "C", "C", "C", "C", "C", "C", "C", "H", "H", "H", "H", "H", "H", "H", "H", "H", "H", "H", "O", "O", "Cl"],
  "xyz": [[1.88272, 2.35676, -1.22428], [2.40660, 1.50923, 0.24191], [1.44739, 0.22145, 0.12332], [0.02383, 0.63569, -0.32187], [-1.01709, -0.54589, 0.07453], [-1.18376, -1.54227, -0.75417], [-2.57232, -2.90928, 0.52894], [-2.52515, -1.80379, 1.57465], [-1.78579, -0.63842, 1.34651], [0.69757, 1.98534, -1.38905], [2.58863, 1.89571, -2.08402], [2.02200, 3.63129, -1.15932], [3.60599, 1.28686, 0.16697], [1.99336, 1.97157, 1.36912], [1.40468, 0.01695, 1.33665], [1.75062, -0.62176, -0.57471], [-0.20022, 0.65542, -1.43073], [-0.42114, 1.62061, -0.01061], [-2.94337, -1.82471, 2.55653], [-1.76997, 0.25255, 2.11110], [-2.05066, -2.48445, -0.76352], [-2.87407, -4.05634, 0.69947], [-0.47987, -1.61252, -2.41742]],
  "forces_ev_per_angstrom": [[0.5779, 0.6079, 0.8876], [-1.1937, 0.7760, -1.2806], [0.4667, 1.0187, 2.7032], [-3.1968, -2.0828, 0.0519], [1.2751, 2.9126, 2.1991], [0.8717, 0.8330, -3.8520], [0.6371, 0.4031, 1.6385], [1.5750, 2.0429, -1.5828], [-0.3301, -0.6285, -0.4180], [4.2682, 2.2244, -0.0828], [-1.7721, 1.2703, 1.8923], [-0.4488, -3.9561, -0.2908], [-3.2466, 0.6084, 0.5385], [1.7498, -0.6434, -3.6286], [-0.1957, -0.8586, -3.3166], [0.0531, 0.9134, 1.3294], [0.9140, -0.2106, 1.1441], [0.7316, -1.0184, 0.5651], [-0.7197, -0.9519, 0.1564], [0.0722, -2.0512, -1.5514], [-2.1492, -2.8607, 2.6106], [-0.1147, 1.2832, -0.6553], [0.1751, 0.3682, 0.9423]],
  "orbital_gap_ev": 8.9,
  "e_lumo_ev": -0.163,
  "smiles": "CCCCc1ccc(=O)oc1Cl",
  "charge": 0,
  "max_force_ev_per_a": 4.8,
  "de_lowest_kcal_mol": 72.1
}